Run w
The following is a quantum chemistry calculation of one molecule with the formula C21H22ClN3O3, from the OMol25 dataset.

## Properties
* HOMO level: -8.6 eV
* charge: 0
* frontier orbital gap: 9.160 eV
* SMILES string: NCc1ccc(Cl)cc1CNC(=O)[C@@H]1CCN1C(=O)[C@H]1OCc2ccccc21

Last column: Mulliken charge in e.
Atoms and positions in Å:
1 Cl -0.583 4.842 -3.413  -0.21
2 O 0.482 0.923 -0.125  -0.65
3 O 1.511 -2.322 1.806  -0.42
4 O 0.300 -0.540 4.634  -0.64
5 N -0.467 -0.241 2.607  0.07
6 N -0.419 -0.675 -1.301  -0.20
7 N -3.502 -1.044 -2.001  -0.39
8 C 2.904 -0.809 2.971  -0.05
9 C -1.853 0.041 2.992  -0.77
10 C 4.947 0.628 1.776  -0.42
11 C -2.699 3.044 -3.711  -0.51
12 C 4.303 -0.320 0.989  -1.00
13 C 3.310 -1.072 1.636  0.92
14 C -2.399 0.646 -3.337  0.68
15 C -0.849 -0.685 1.184  0.55
16 C 3.580 0.180 3.717  -0.67
17 C 4.633 0.853 3.099  -0.59
18 C -2.332 -0.435 1.586  -0.54
19 C 2.658 -2.201 1.018  -0.31
20 C -0.474 2.084 -3.210  -0.54
21 C -3.162 -0.718 -3.355  -0.86
22 C 0.455 -0.768 3.488  0.32
23 C -3.261 1.802 -3.595  -1.16
24 C 1.635 -1.732 3.161  0.20
25 C -0.034 -0.296 -2.646  -1.08
26 C -0.334 0.009 -0.119  -0.10
27 C -0.993 0.838 -3.011  1.21
28 C -1.249 3.257 -3.513  0.06
29 H 0.999 0.053 -2.517  0.42
30 H -3.297 3.889 -3.923  0.43
31 H 5.159 1.519 3.747  0.42
32 H -4.088 -0.504 -3.919  0.46
33 H -2.019 1.082 3.299  0.32
34 H -0.119 -1.230 -3.270  0.36
35 H -2.989 -1.317 1.491  0.28
36 H 3.215 0.318 4.725  0.47
37 H -2.576 -1.563 -3.764  0.20
38 H -0.771 -1.842 1.033  0.16
39 H 5.819 1.250 1.479  0.29
40 H -2.728 0.348 0.969  0.34
41 H -4.299 1.875 -3.887  0.29
42 H 2.409 -1.878 -0.029  0.13
43 H 3.174 -3.156 0.963  0.24
44 H -1.262 -1.200 -1.347  0.42
45 H 4.427 -0.433 -0.049  0.47
46 H -2.999 -0.575 -1.253  -0.03
47 H -2.122 -0.688 3.790  0.28
48 H -4.483 -1.277 -1.911  0.24
49 H 0.526 2.370 -2.925  0.33
50 H 1.915 -2.332 3.971  0.55


Run x
The following is a quantum chemistry calculation of one molecule with the formula C21H22ClN3O3, from the OMol25 dataset.

## Properties
* HOMO level: -8.0 eV
* charge: 0
* frontier orbital gap: 7.809 eV
* SMILES string: Cc1cccc2cc(CN(CCCO)C(=O)Nc3cccc(Cl)c3)c(=O)[nH]c12

Last column: Mulliken charge in e.
Atoms and positions in Å:
1 Cl 5.265 -3.046 0.230  -0.24
2 O 1.916 2.919 0.181  -0.69
3 O 0.025 -1.291 -0.423  -0.89
4 O -2.044 2.167 2.918  -0.57
5 N 1.980 0.730 -0.510  0.22
6 N 0.095 2.027 -0.811  0.38
7 N -2.150 -1.651 -0.006  0.10
8 C -5.776 -1.856 0.398  -0.61
9 C -6.179 -0.736 -0.327  -0.82
10 C -1.136 -0.916 -0.556  0.28
11 C 5.917 -0.429 0.286  -0.54
12 C -3.488 -1.371 -0.089  -0.53
13 C 1.391 1.959 -0.347  0.38
14 C -1.722 2.072 1.552  -0.09
15 C 3.295 0.395 -0.216  0.63
16 C -1.547 0.275 -1.286  1.28
17 C 4.901 -1.356 0.122  0.24
18 C -2.862 0.568 -1.411  -0.56
19 C -0.657 3.219 -0.458  -1.11
20 C 4.310 1.336 -0.056  -0.58
21 C -0.957 3.293 1.041  -0.74
22 C -0.459 1.161 -1.835  -2.29
23 C -3.882 -0.236 -0.822  1.23
24 C -4.444 -2.194 0.531  1.19
25 C -5.245 0.069 -0.931  -0.98
26 C -4.021 -3.400 1.315  -1.70
27 C 5.603 0.917 0.196  -0.58
28 C 3.601 -0.964 -0.127  -0.71
29 H -0.075 4.106 -0.736  0.43
30 H -1.132 1.163 1.363  0.15
31 H -0.009 3.376 1.577  0.47
32 H -2.681 1.975 1.034  0.17
33 H -1.232 2.337 3.410  0.36
34 H 2.819 -1.699 -0.249  0.59
35 H 6.383 1.652 0.322  0.38
36 H -0.870 1.786 -2.637  0.47
37 H 0.340 0.549 -2.257  0.52
38 H -1.590 3.212 -1.022  0.45
39 H 4.075 2.385 -0.115  0.43
40 H 1.354 -0.075 -0.585  0.19
41 H -1.543 4.192 1.239  0.31
42 H -1.859 -2.474 0.508  0.24
43 H -6.525 -2.476 0.868  0.37
44 H 6.926 -0.754 0.481  0.42
45 H -3.377 -3.114 2.147  0.37
46 H -4.891 -3.909 1.720  0.37
47 H -5.544 0.941 -1.492  0.47
48 H -7.230 -0.504 -0.407  0.39
49 H -3.173 1.439 -1.973  0.38
50 H -3.479 -4.105 0.684  0.38


Pick the most stable structure from those above. Pick: run x